No. 1
Entry from the Open Molecules 2025 dataset: 4 unconnected molecules or ions with the total composition C34H76F12N2P3 in a non-equilibrium geometry (ωB97M-V with the def2-TZVPD basis set).

Geometry as XYZ:
```
127
C34H76F12N2P3 (ωB97M-V with the def2-TZVPD basis set)
P -1.438 2.605 -3.283
P -1.211 -0.569 -0.201
P -4.409 -0.421 3.944
F -0.025 -0.458 -1.294
F -1.916 -1.754 -1.005
F -3.946 -0.321 5.540
F -5.819 -1.003 4.408
F -2.951 0.132 3.541
F -4.931 1.099 4.062
F -0.679 0.664 0.744
F -2.103 0.606 -0.958
F -2.372 -0.658 0.958
F -3.794 -1.934 3.832
F -0.215 -1.563 0.631
F -4.829 -0.453 2.389
N 0.459 -0.883 5.068
N 1.899 -4.408 -1.053
C -1.713 5.339 -3.901
C -0.209 -1.106 3.766
C -0.423 -4.485 -1.755
C -0.842 -0.991 7.151
C 0.854 -3.605 -1.784
C 3.988 1.911 5.441
C -0.786 -2.354 6.529
C -3.613 0.860 -3.135
C -1.549 6.393 -2.762
C 2.305 1.226 0.261
C 3.314 1.681 4.101
C -6.064 0.320 -2.552
C 1.854 -0.315 4.897
C 1.933 1.087 4.257
C 0.543 -2.249 5.777
C 1.222 0.607 -7.053
C -0.202 0.654 -4.935
C 1.751 2.302 -0.642
C 1.166 -5.469 -0.164
C 0.054 3.081 -2.347
C -0.022 0.088 -6.342
C -2.500 4.091 -3.463
C -4.589 0.196 -2.137
C -2.314 1.279 -2.425
C 3.765 -2.608 -0.671
C -0.871 2.067 -4.972
C 2.811 -3.616 -0.081
C -0.316 -5.198 -0.392
C 4.713 -1.948 0.258
C 2.793 -5.127 -2.027
C 4.109 -1.485 1.652
C -0.450 -0.060 6.039
C -0.677 7.593 -3.130
C 0.748 1.892 -1.708
H -6.375 1.347 -2.759
H -1.331 -3.888 -1.758
H -0.034 1.352 -1.162
H 2.100 0.328 -6.471
H 3.333 -4.378 0.500
H 0.789 0.727 -4.483
H 1.082 1.125 -2.408
H 3.054 -1.952 -1.189
H 4.820 2.610 5.360
H 2.230 -5.810 -2.657
H 2.069 -3.110 0.538
H -2.590 1.621 -1.424
H 4.820 -0.803 2.114
H -0.775 -4.601 0.394
H 1.364 1.763 4.898
H 2.211 -0.361 5.928
H 1.443 0.993 3.286
H 2.405 -1.095 4.369
H 0.116 0.782 6.424
H 0.322 7.341 -3.499
H -0.923 0.245 -6.945
H -0.765 5.118 -4.381
H -3.143 4.183 -2.586
H -6.323 -0.331 -3.386
H -0.474 -5.267 -2.513
H -0.313 -0.200 3.172
H -4.494 -0.877 -1.960
H -0.578 8.356 -2.361
H -1.562 -2.556 5.791
H -1.709 2.017 -5.673
H 0.369 -1.819 3.177
H 0.608 -3.089 5.083
H 3.102 1.557 0.930
H -0.896 -6.105 -0.553
H -4.495 0.652 -1.149
H 1.485 -5.362 0.869
H -1.187 5.848 -1.883
H 1.266 0.114 -8.023
H 5.559 -2.561 0.563
H 3.913 -2.393 2.224
H -1.209 -1.526 3.878
H -0.248 2.810 -5.473
H -3.438 0.148 -3.941
H 1.480 -6.459 -0.491
H -2.446 5.923 -4.462
H -0.235 -0.785 8.031
H 2.634 0.355 -0.307
H 3.349 -4.367 -2.566
H 5.044 -1.033 -0.233
H 1.552 0.923 0.996
H 3.252 2.240 6.176
H 1.168 1.689 -7.163
H 3.476 -5.691 -1.392
H -2.508 6.790 -2.426
H -1.905 -0.906 7.394
H -6.705 0.032 -1.717
H 3.172 -0.924 1.628
H -1.072 8.102 -4.016
H 4.418 0.971 5.794
H -1.375 0.140 5.496
H -3.185 3.725 -4.234
H -1.647 0.420 -2.353
H 3.211 2.585 3.499
H 1.317 3.109 -0.040
H 4.316 -3.056 -1.504
H 4.025 1.069 3.536
H -0.774 -3.141 7.282
H -0.091 -1.000 -6.239
H -4.165 1.752 -3.439
H 1.403 -2.361 6.436
H -0.768 -0.051 -4.325
H 0.642 -2.822 -1.055
H -0.275 3.749 -1.547
H 2.625 2.873 -0.986
H 1.287 -3.229 -2.705
H 0.679 3.692 -3.002
```

The HOMO energy is -10.9 eV. Its charge is +1.


No. 2
Entry from the Open Molecules 2025 dataset: 2 unconnected molecules or ions with the total composition C3O4 in a non-equilibrium geometry (ωB97M-V with the def2-TZVPD basis set).

Geometry as XYZ:
```
7
C3O4 (ωB97M-V with the def2-TZVPD basis set)
O -2.727 -0.222 -0.042
O -0.863 1.099 0.074
O 2.671 0.955 0.094
O -0.060 -1.498 -0.047
C -1.759 0.392 -0.027
C 1.811 0.114 -0.072
C 0.926 -0.839 0.021
```

The HOMO energy (spin up / spin down) is -9.4 / -9.3 eV. The calculation puts the relative energy (zero: lowest compared OMol25 entry of this formula, charge and spin) at 252.1 kJ/mol. As for the SMILES: O=C=C=O.O=C=O.


No. 3
Entry from the Open Molecules 2025 dataset: a molecular structure, C8H9NO3S in a non-equilibrium geometry (ωB97M-V with the def2-TZVPD basis set).

Geometry as XYZ:
```
22
C8H9NO3S (ωB97M-V with the def2-TZVPD basis set)
S 1.560 0.426 -0.060
O -2.134 -0.882 -1.065
O 1.474 1.432 0.984
O 2.849 0.081 -0.536
N 0.745 1.195 -1.383
C -1.384 1.201 -0.165
C 1.249 -2.408 -0.128
C -0.630 -0.917 0.927
C -0.981 -0.534 -1.641
C -1.331 2.280 0.822
C 0.726 -1.070 0.436
C -0.553 0.816 -1.203
C -1.582 -0.207 -0.090
H -2.383 2.288 1.334
H 1.087 0.991 -2.341
H 2.126 -2.159 -0.861
H -1.329 3.282 0.423
H 0.671 -3.141 -0.640
H -0.439 2.213 1.384
H -0.657 -0.136 1.780
H -0.891 -1.896 1.305
H 1.807 -2.855 0.718
```

The HOMO energy (spin up / spin down) is -8.0 / -8.8 eV. The calculation puts the relative energy (zero: lowest compared OMol25 entry of this formula, charge and spin) at 900.6 kJ/mol.


No. 4
Entry from the Open Molecules 2025 dataset: a molecular structure, C3H6N2O2 (ωB97M-V with the def2-TZVPD basis set).

Geometry as XYZ:
```
13
C3H6N2O2 (ωB97M-V with the def2-TZVPD basis set)
O 0.552 0.821 -0.823
O -0.060 -1.430 1.850
N -1.204 -0.285 0.162
N -1.523 0.837 -1.872
C -0.771 0.501 -0.923
C 1.316 0.054 0.099
C -0.305 -0.304 1.216
H 1.890 -0.706 -0.453
H -0.212 0.662 1.734
H 1.989 0.729 0.628
H -1.543 -1.207 -0.094
H -0.980 1.304 -2.596
H 0.852 -0.975 1.073
```

The HOMO energy is -9.5 eV. The calculation puts the relative energy (zero: lowest compared OMol25 entry of this formula, charge and spin) at 523.2 kJ/mol.


No. 5
Entry from the Open Molecules 2025 dataset: a molecular structure, C36H30BrF3N5O2PdSSb (ωB97M-V with the def2-TZVPD basis set).

Geometry as XYZ:
```
80
C36H30BrF3N5O2PdSSb (ωB97M-V with the def2-TZVPD basis set)
Sb 0.327 0.581 2.726
Pd 0.512 -0.039 0.203
Br -1.870 0.185 -1.275
S 2.004 -2.047 -0.338
F 2.372 5.939 5.070
F 3.037 -3.264 6.733
F -5.758 0.501 3.876
O -3.876 -4.242 0.549
O 4.661 5.092 -0.122
N -0.844 -1.488 0.633
N 1.628 1.518 -0.482
N 4.556 -2.764 -0.543
N 4.091 -0.595 -1.064
N 3.397 4.714 1.720
C 2.312 2.621 -2.487
C 5.316 -5.919 1.173
C -1.757 -3.531 1.441
C -2.944 -2.255 -0.225
C 1.931 4.791 4.559
C 3.261 -6.205 -0.036
C -4.446 0.518 3.651
C -2.253 -0.204 4.231
C 2.963 3.487 -0.353
C 1.234 -0.767 4.058
C 1.703 -1.384 6.339
C -2.873 -3.381 0.610
C 3.330 -4.897 -0.493
C 2.996 3.569 -1.741
C -0.774 -2.571 1.417
C 3.651 -1.799 -0.677
C -1.733 0.549 3.183
C 2.739 3.669 4.642
C 4.392 -4.102 -0.091
C 2.450 -2.448 5.860
C -1.909 -1.358 -0.167
C 4.244 -6.717 0.797
C 1.021 2.422 3.501
C 3.751 4.520 0.428
C 1.097 -0.540 5.427
C -2.595 1.276 2.365
C 1.641 1.610 -1.824
C 5.391 -4.610 0.731
C 2.616 -2.688 4.507
C -3.959 1.273 2.596
C 0.232 3.566 3.428
C 2.273 2.444 0.237
C 2.274 2.482 4.104
C -3.616 -0.226 4.473
C 0.682 4.763 3.957
C 2.003 -1.833 3.606
H 4.186 -7.741 1.137
H 6.096 -6.315 1.807
H -4.645 1.837 1.981
H -4.041 -0.800 5.283
H 2.520 4.398 2.100
H 1.611 -1.231 7.404
H 6.224 -3.986 1.025
H 0.525 0.303 5.794
H 2.240 2.327 1.314
H 0.083 5.660 3.925
H -1.602 -0.787 4.870
H 5.061 -0.414 -1.265
H 2.584 -4.521 -1.176
H -0.751 3.533 2.975
H 3.431 0.150 -1.181
H 2.442 -6.833 -0.357
H 2.895 1.597 4.174
H 0.103 -2.652 2.046
H -1.657 -4.382 2.100
H 1.112 0.833 -2.366
H 3.560 4.369 -2.202
H 2.143 -2.003 2.542
H -3.784 -2.112 -0.886
H 5.525 -2.495 -0.665
H 3.889 5.438 2.220
H 2.299 2.651 -3.566
H -2.209 1.849 1.527
H -3.763 -4.991 1.148
H 3.218 -3.523 4.179
H 3.703 3.737 5.125
```

The HOMO energy (spin up / spin down) is -13.3 / -13.3 eV. The calculation puts the relative energy (zero: lowest compared OMol25 entry of this formula, charge and spin) at 99.5 kJ/mol. Its charge is +2.


No. 6
Entry from the Open Molecules 2025 dataset: 19 unconnected molecules or ions with the total composition H38O19 in a non-equilibrium geometry (ωB97M-V with the def2-TZVPD basis set).

Geometry as XYZ:
```
57
H38O19 (ωB97M-V with the def2-TZVPD basis set)
O -4.183 -0.149 -1.334
O 1.770 3.809 0.291
O -1.050 -0.875 0.401
O 2.087 1.254 1.571
O -1.376 -0.016 2.801
O 0.952 0.159 4.411
O -1.463 -2.259 -3.360
O 0.606 -2.613 -1.008
O -3.700 -3.460 0.727
O 0.141 -0.413 -3.009
O -2.121 1.269 -2.925
O 1.993 0.827 -1.604
O 3.321 -1.842 -2.436
O -2.322 3.704 1.962
O 4.629 0.784 -0.128
O 1.757 -2.563 1.489
O -3.745 1.179 1.768
O -1.608 3.183 -0.588
O 4.153 -2.425 1.226
H -0.371 -2.696 -1.144
H 2.674 -1.391 -1.880
H 0.958 -3.109 -1.755
H 1.865 1.809 -1.707
H 1.616 0.508 1.112
H -2.106 3.677 0.981
H 0.935 3.347 0.457
H 2.295 3.368 0.958
H -0.942 -0.147 -0.245
H 4.938 1.601 -0.534
H 1.645 -0.056 3.669
H 3.692 -2.464 2.049
H 2.936 0.669 -1.608
H -2.922 0.882 -2.478
H 1.395 -2.900 0.600
H 1.552 0.460 5.092
H 3.666 -1.988 0.536
H -1.994 -1.815 -2.651
H -2.781 -3.794 0.809
H 0.584 -0.767 -3.794
H -1.604 4.369 1.960
H 3.499 -2.758 -2.581
H 0.567 0.444 -2.991
H -3.418 -2.580 0.359
H 2.801 1.501 0.958
H -4.742 -0.438 -0.577
H -0.958 -3.021 -3.004
H -2.080 2.605 -1.208
H -1.918 0.768 2.838
H 1.452 -1.690 1.194
H -4.432 -0.974 -1.844
H -0.656 3.231 -0.610
H -1.561 -0.388 1.039
H 3.998 1.059 0.546
H -0.762 -0.020 3.549
H -4.127 0.621 2.447
H -3.883 2.106 1.984
H -1.653 0.420 -2.779
```

The HOMO energy is -10.0 eV. The calculation puts the relative energy (zero: lowest compared OMol25 entry of this formula, charge and spin) at 584.9 kJ/mol.


No. 7
Entry from the Open Molecules 2025 dataset: a molecular structure, C21H16NO4PtS7 (ωB97M-V with the def2-TZVPD basis set).

Geometry as XYZ:
```
50
C21H16NO4PtS7 (ωB97M-V with the def2-TZVPD basis set)
Pt -0.413 0.580 -0.009
S 1.025 -0.123 2.510
S -3.484 -5.291 3.378
S -1.459 3.916 -3.326
S 0.643 2.625 0.208
S 0.317 5.152 -1.428
S -1.212 1.182 -2.014
S -0.786 6.795 -3.649
O -2.648 -4.984 4.539
O 0.709 -0.950 1.271
O -4.905 -5.337 3.670
O -2.977 -6.368 2.548
N -2.438 -0.150 0.488
C 4.334 -2.352 4.671
C -1.737 -1.868 4.888
C -0.729 -1.687 3.956
C -2.762 -1.426 1.090
C -0.846 2.885 -2.057
C 2.713 -2.251 2.898
C 3.727 -2.926 3.565
C -4.065 -2.703 2.641
C -1.999 -2.541 0.792
C 2.924 -0.417 4.464
C -0.284 -0.398 3.680
C -0.834 0.717 4.294
C 2.320 -1.010 3.365
C -1.842 0.529 5.234
C -3.804 -1.506 1.999
C -3.279 -3.816 2.380
C -2.266 -3.741 1.434
C -0.644 5.365 -2.849
C -2.282 -0.756 5.526
C -0.026 3.461 -1.160
C 3.935 -1.099 5.120
H -1.677 -4.626 1.232
H -4.402 -0.626 2.216
H -2.732 0.604 1.099
H -2.104 -2.870 5.093
H -0.300 -2.538 3.442
H -3.075 -0.901 6.250
H -0.490 1.710 4.028
H 2.601 0.559 4.806
H -2.929 -0.026 -0.396
H -4.867 -2.787 3.363
H -1.173 -2.450 0.096
H -2.285 1.384 5.727
H 4.413 -0.652 5.982
H 2.226 -2.671 2.027
H 4.039 -3.902 3.218
H 5.125 -2.882 5.187
```

The HOMO energy (spin up / spin down) is -5.1 / -5.1 eV. The calculation puts the relative energy (zero: lowest compared OMol25 entry of this formula, charge and spin) at 125.6 kJ/mol. Its charge is -1.


No. 8
Entry from the Open Molecules 2025 dataset: a molecular structure, C37H41MnN5O2P2STe in a non-equilibrium geometry (ωB97M-V with the def2-TZVPD basis set).

Geometry as XYZ:
```
90
C37H41MnN5O2P2STe (ωB97M-V with the def2-TZVPD basis set)
Te 2.504 -0.808 -1.623
Mn -0.368 0.550 0.617
S -1.614 2.061 1.903
P -2.839 0.169 -1.754
P -1.006 -1.045 2.201
O -1.641 0.299 -0.787
O 2.075 1.438 0.702
N 0.007 2.753 -0.626
N -0.928 3.682 -0.181
N -2.186 5.445 0.067
N 1.306 0.606 1.546
N -2.413 4.548 1.055
C 2.395 -0.521 -3.708
C 2.319 -1.033 4.640
C 2.086 -1.676 -4.437
C -0.672 5.559 -1.887
C -4.131 0.110 4.532
C 0.122 -1.238 3.614
C -0.391 -2.723 0.100
C 1.887 -1.763 5.731
C -1.661 3.463 0.933
C -0.287 -1.988 4.703
C -1.323 -5.026 1.322
C -0.963 -2.653 1.371
C -0.298 -3.934 -0.563
C 0.584 -2.236 5.765
C 4.347 0.146 -1.217
C 1.443 -0.738 3.582
C -4.172 1.263 -1.246
C 5.307 -0.676 -0.626
C 2.730 0.671 -4.351
C -2.650 -0.805 2.875
C -3.448 -1.530 -1.828
C 6.898 1.118 -0.811
C -3.745 -1.273 2.140
C 6.594 -0.188 -0.455
C 2.199 -1.650 -5.816
C 2.801 0.690 -5.731
C -5.217 -0.364 3.805
C 4.637 1.462 -1.566
C -2.300 0.673 -3.401
C 5.918 1.944 -1.358
C -1.276 4.937 -0.691
C -1.435 -3.813 1.984
C -5.026 -1.062 2.618
C -0.760 -5.090 0.054
C 1.953 0.099 2.545
C -2.844 -0.092 4.063
C 2.544 -0.469 -6.464
H -1.375 0.158 -3.665
H -0.561 4.851 -2.709
H -1.991 0.280 4.617
H -2.145 1.752 -3.428
H 2.942 1.571 -3.793
H 3.059 1.609 -6.240
H 2.020 -2.554 -6.383
H 7.896 1.503 -0.650
H 2.847 1.780 1.185
H -4.292 0.636 5.463
H 0.240 -2.812 6.613
H 0.309 5.972 -1.643
H -3.354 -1.916 -2.843
H -0.091 2.614 -1.628
H 7.357 -0.835 -0.044
H -1.300 6.387 -2.209
H -5.878 -1.444 2.072
H 2.596 -0.442 -7.544
H -3.067 0.413 -4.132
H -4.626 0.917 -0.317
H -0.675 -6.044 -0.448
H 6.155 2.966 -1.622
H -2.883 -2.171 -1.152
H 3.879 2.110 -1.986
H -1.293 -2.386 4.742
H -0.038 -1.807 -0.364
H 2.566 -1.965 6.549
H -6.223 -0.186 4.164
H -4.932 1.273 -2.030
H -1.672 -5.927 1.808
H -3.802 2.281 -1.119
H -1.890 -3.782 2.966
H -3.068 4.772 1.793
H 5.068 -1.694 -0.339
H 3.341 -0.675 4.602
H 3.008 0.357 2.640
H 1.808 -2.595 -3.933
H 0.944 3.104 -0.448
H 0.139 -3.988 -1.553
H -3.579 -1.823 1.221
H -4.502 -1.552 -1.553
```

As for the spin multiplicity: 4. The HOMO energy (spin up / spin down) is -18.7 / -18.7 eV. Its charge is +4.